Entry 1:
# C27H36InN7O8P

C27H36InN7O8P as an isolated structure (ωB97M-V/def2-TZVPD, OMol25).

Geometry as XYZ:
```
80
Properties=species:S:1:pos:R:3:forces:R:3
In -1.2053 0.1121 0.7988 0.1 -0.2 -0.1
O -1.2660 0.1672 5.2152 0.1 0.0 -0.1
C -1.2322 -0.2203 3.9547 -0.3 0.1 0.1
O -0.4208 0.1901 3.1471 0.3 -0.1 0.0
C -2.3174 -1.1989 3.5979 0.1 -0.1 0.1
O -2.0098 -1.5960 2.2947 0.0 0.0 -0.1
C -2.8196 -2.6116 1.6808 -0.1 0.0 0.0
C -2.2342 -2.9527 0.2911 0.1 -0.4 0.2
O -2.8985 -3.8165 -0.3384 -0.1 0.0 -0.1
O 0.1710 -2.1194 0.7217 -0.1 0.1 0.0
H -0.5588 0.8157 5.3676 0.0 0.0 0.0
H -3.2907 -0.7039 3.6697 0.0 0.0 0.0
H -2.2876 -2.0430 4.2981 0.0 0.0 0.0
H -3.8445 -2.2557 1.5573 0.0 0.0 0.0
H -2.8074 -3.5197 2.2889 0.0 0.0 0.0
O -4.0862 2.7585 2.1560 -0.1 0.1 0.1
C -3.0801 2.1339 1.9126 0.0 0.0 0.0
O -2.9831 0.8623 1.7166 0.0 0.0 -0.1
C -1.7567 2.8954 1.8547 0.0 0.0 0.0
C -1.6851 4.2215 2.2483 0.0 0.0 0.0
C -0.4546 4.8532 2.2260 0.0 0.0 0.0
C 0.6634 4.1420 1.8111 0.0 0.0 0.0
C 0.5077 2.8279 1.4152 0.0 0.0 0.0
N -0.6821 2.2247 1.4318 -0.1 0.2 -0.1
H -2.5933 4.7127 2.5658 0.0 0.0 0.0
H -0.3626 5.8857 2.5342 0.0 0.0 0.0
H 1.6432 4.5974 1.7914 0.0 0.0 0.0
H 1.3432 2.2313 1.0743 0.0 0.0 0.0
C 1.7425 -4.7139 0.4150 0.0 0.0 0.0
C 1.3360 -4.1286 1.5487 0.0 -0.1 0.0
C 0.1269 -3.3010 1.5651 0.1 0.1 0.0
C -0.7005 -3.2296 0.3227 0.0 0.1 0.0
C -0.2409 -4.0291 -0.8212 0.0 0.0 0.0
C 0.9332 -4.6707 -0.7893 0.0 0.0 0.0
N -2.2498 -1.4583 -0.3343 -0.1 0.2 0.0
N -3.0056 -1.2718 -1.2723 0.1 0.1 0.1
C -3.1204 0.1103 -1.6866 0.0 -0.1 -0.1
C -4.0903 0.3883 -2.6279 0.0 0.0 0.0
C -4.2635 1.7106 -3.0090 0.0 0.0 0.0
C -3.4501 2.6798 -2.4459 0.0 0.0 0.0
C -2.4939 2.2931 -1.5184 0.0 0.1 -0.1
N -2.3327 1.0296 -1.1401 -0.2 -0.1 0.0
H 2.6374 -5.3222 0.4137 0.0 0.0 0.0
H 1.8547 -4.2978 2.4822 0.0 0.0 0.0
H -0.3347 -3.1118 2.5240 0.0 0.0 0.0
H -0.9504 -4.1523 -1.6282 0.0 0.0 0.0
H 1.2406 -5.2748 -1.6337 0.0 0.0 0.0
H -4.6855 -0.4221 -3.0220 0.0 0.0 0.0
H -5.0228 1.9784 -3.7303 0.0 0.0 0.0
H -3.5505 3.7222 -2.7103 0.0 0.0 0.0
H -1.8316 3.0223 -1.0661 0.0 0.0 0.0
C 1.2928 -1.4962 -2.9721 -0.1 0.0 0.0
N 2.1342 -1.0970 -1.8491 0.0 0.1 0.0
C 3.3730 -1.8451 -1.7207 0.0 -0.1 0.1
P 1.8388 0.3340 -1.1225 -0.2 0.0 -0.2
O 0.4598 0.4423 -0.5232 0.2 -0.1 0.2
N 2.9681 0.6120 0.0402 0.0 0.1 -0.1
C 4.2980 1.1094 -0.2866 0.0 0.0 0.0
C 2.8644 0.0763 1.3905 0.0 -0.1 0.0
N 1.9268 1.4694 -2.3145 0.1 0.0 0.1
C 1.3410 2.7890 -2.1447 0.0 0.0 0.0
C 2.8671 1.3897 -3.4215 0.0 0.0 -0.1
H 1.0123 -2.5425 -2.8593 0.0 0.0 0.0
H 1.8171 -1.3706 -3.9238 0.0 0.0 0.0
H 0.3839 -0.8967 -2.9934 0.0 0.0 0.0
H 3.1493 -2.9096 -1.7804 0.0 0.0 0.0
H 3.8361 -1.6600 -0.7553 0.0 0.0 0.0
H 4.0848 -1.6004 -2.5171 0.0 0.0 0.0
H 4.3708 1.3781 -1.3369 0.0 0.0 0.0
H 5.0589 0.3525 -0.0759 0.0 0.0 0.0
H 4.5259 1.9964 0.3098 0.0 0.0 0.0
H 1.8536 -0.2607 1.5992 -0.1 0.0 0.0
H 3.1346 0.8526 2.1112 0.0 0.0 0.0
H 3.5381 -0.7750 1.5289 0.0 0.0 0.0
H 0.5181 2.7413 -1.4378 0.0 0.0 0.1
H 0.9476 3.1314 -3.1040 0.0 0.0 0.0
H 2.0766 3.5223 -1.7973 0.0 0.0 0.0
H 3.2853 0.3898 -3.5019 0.0 0.0 0.0
H 3.6887 2.1029 -3.3031 0.0 0.0 0.0
H 2.3541 1.6196 -4.3576 0.0 0.0 0.0
```
Positions in Å, forces in eV/Å.

Summary:
* max |F|: 0.424 eV Å⁻¹
* HOMO level: -0.3794 Ha
* net charge: +1
* E_tot: -2567.01584 a.u.
* gap between HOMO and LUMO: 0.2665 Ha
* LUMO energy: -0.11291 Eh

Mulliken population analysis, charges in e, atoms 1 to 4: atom 1 (In): 3.247, atom 2 (O): -0.520, atom 3 (C): 0.417, atom 4 (O): -0.326

***

Entry 2:
# C3H6N2O

C3H6N2O as an isolated structure in a non-equilibrium geometry (ωB97M-V/def2-TZVPD, OMol25).

Geometry as XYZ:
```
12
Properties=species:S:1:pos:R:3:forces:R:3
C 2.0515 -0.1158 0.6002 -3.7 5.1 -0.2
C 0.7034 0.2557 0.8017 5.3 -1.6 0.0
N -0.0110 1.2837 0.2677 -0.4 -1.5 -0.9
C -0.1416 0.7404 -0.9938 -4.3 1.1 -1.5
N -1.1664 0.3271 -1.6770 2.1 -0.2 0.7
H -1.8434 -0.2151 -1.0582 -0.3 0.2 0.6
H 0.0611 -0.5009 1.2170 -1.0 -0.5 0.8
H 0.7342 0.7774 -1.6443 0.7 0.1 0.2
H 2.3793 -0.9561 1.0955 1.0 -1.7 0.7
H 2.6617 0.7882 0.2530 -0.4 -2.0 0.3
H -3.1531 -1.2252 0.7602 -0.3 0.0 0.1
O -2.2757 -1.1596 0.3780 1.2 1.0 -0.6
```
Positions in Å, forces in eV/Å.

Summary:
* max |F|: 6.314 eV Å⁻¹
* HOMO level: -0.3422 Ha
* net charge: 0
* E_tot: -302.33652 a.u.
* gap between HOMO and LUMO: 0.1835 Ha
* LUMO energy: -0.15874 Eh

Mulliken population analysis, charges in e, atoms 1 to 4: atom 1 (C): -0.743, atom 2 (C): 0.048, atom 3 (N): -0.230, atom 4 (C): 0.127

***

Entry 3:
# C3H11N2O

A 2-piece molecular cluster, C3H11N2O overall in a non-equilibrium geometry (ωB97M-V/def2-TZVPD, OMol25).

Geometry as XYZ:
```
17
Properties=species:S:1:pos:R:3:forces:R:3
C 0.2892 2.5080 -0.5734 -0.1 -0.8 -0.3
C 0.1188 1.2064 0.1512 -0.9 0.1 -0.5
C 0.6641 0.0733 -0.2698 0.5 -0.2 0.4
N 0.5771 -1.1218 0.5909 -0.2 -0.3 -0.5
N -0.8133 1.1275 1.2186 1.1 -0.3 0.7
H -0.7068 2.8328 -0.8691 0.0 0.3 0.0
H 0.8871 2.3257 -1.4612 0.1 0.2 -0.1
H 0.7676 3.2739 0.0234 0.0 0.1 0.3
H 1.2645 -0.0877 -1.1509 0.1 0.2 0.0
H 1.4378 -1.2622 1.1213 0.0 0.0 -0.1
H 0.3764 -1.9648 0.0203 -0.1 -0.1 0.2
H -0.1884 -1.0150 1.2615 0.0 0.3 0.1
H -0.6659 1.8685 1.8880 -0.6 0.1 0.0
H -1.7726 0.9696 0.9569 -0.1 0.3 -0.1
H -1.4558 -3.3031 -1.1122 -0.1 0.2 0.2
H -0.1888 -4.0994 -1.1127 0.2 0.1 0.2
O -0.5909 -3.3314 -0.6828 -0.1 -0.3 -0.4
```
Positions in Å, forces in eV/Å.

Summary:
* max |F|: 1.352 eV Å⁻¹
* HOMO level: -0.5047 Ha
* net charge: +1
* E_tot: -305.41003 a.u.
* gap between HOMO and LUMO: 0.3908 Ha
* LUMO energy: -0.11381 Eh

Mulliken population analysis, charges in e, atoms 1 to 4: atom 1 (C): -1.145, atom 2 (C): 0.865, atom 3 (C): -0.803, atom 4 (N): -0.192

***

Entry 4:
# C48H116O28P4

A 8-piece molecular cluster, C48H116O28P4 overall in a non-equilibrium geometry (ωB97M-V/def2-TZVPD, OMol25).

Geometry as XYZ:
```
196
Properties=species:S:1:pos:R:3:forces:R:3
C 1.5114 5.9626 6.9212 -1.2 -0.2 -0.2
C 0.6234 4.7112 6.6505 0.8 -0.3 0.6
O 1.3771 3.8677 5.7664 0.1 -1.6 -0.8
P 1.1719 2.2250 5.7981 0.1 2.5 0.5
O 1.8772 1.6946 7.0083 -1.4 -0.2 -1.9
O -0.4507 2.1602 5.6877 1.7 -0.3 -0.7
C -1.2881 1.5828 6.6877 0.8 -0.2 1.3
C -2.1665 0.5364 6.1026 -0.8 -0.9 -0.2
O 1.6396 1.7994 4.3052 0.1 0.5 1.5
C 3.0849 1.7424 4.0627 0.5 -0.7 1.0
C 3.5856 0.3516 4.4280 -1.3 -0.6 -0.2
H 0.9797 6.7749 7.4167 -0.4 -0.2 0.1
H 2.3448 5.7365 7.5865 0.1 -0.3 -0.4
H 1.8307 6.3911 5.9712 0.3 -0.2 0.0
H 0.4300 4.1475 7.5631 0.3 0.1 0.4
H -0.3809 4.8136 6.2395 0.2 0.8 -0.4
H -0.6187 1.1392 7.4247 -0.2 0.1 0.4
H -1.8143 2.4186 7.1490 -0.2 -0.1 0.0
H -2.9286 0.0800 6.7343 -0.3 1.0 0.7
H -2.6932 0.9711 5.2530 0.2 -0.5 -0.3
H -1.6458 -0.4069 5.9382 0.6 0.4 -1.0
H 3.2838 1.9893 3.0199 -0.4 0.0 0.1
H 3.6457 2.4303 4.6955 -0.4 0.5 0.0
H 2.9879 -0.3673 3.8676 0.6 -0.2 -0.9
H 4.6653 0.2415 4.3280 -0.2 -0.1 -0.1
H 3.2386 0.0259 5.4087 0.5 0.8 0.6
C 0.2279 -0.7557 -9.4639 2.0 1.6 -0.9
C -0.3094 -2.1283 -9.6000 -0.3 0.3 0.4
O -1.6893 -1.9370 -9.1821 -1.1 -3.2 1.5
P -2.2091 -3.1014 -8.1200 -0.7 1.7 -0.2
O -1.6246 -3.0242 -6.7900 0.7 0.2 0.7
O -3.7915 -2.9684 -8.0729 -0.1 0.6 -0.7
C -4.5522 -3.0542 -6.8353 0.7 0.2 -0.1
C -4.6480 -1.7098 -6.1060 0.6 -1.3 0.0
O -1.9898 -4.4800 -8.8202 0.3 0.3 -1.3
C -2.7386 -5.6476 -8.5257 0.2 -0.8 1.0
C -2.2139 -6.2620 -7.2372 0.9 -0.3 -0.5
H 1.0735 -0.5714 -10.1266 0.4 -0.4 -0.1
H -0.3949 0.0980 -9.7310 -0.7 -0.5 0.2
H 0.6497 -0.5982 -8.4712 -0.4 0.0 0.1
H -0.2589 -2.6668 -10.5464 -0.3 0.6 -0.3
H 0.3161 -2.7242 -8.9355 -0.6 -0.4 0.5
H -5.5053 -3.4929 -7.1304 -0.1 0.3 0.0
H -4.0374 -3.7910 -6.2186 -0.1 0.1 0.3
H -3.6368 -1.3658 -5.8885 0.1 0.2 -0.5
H -5.2408 -0.9771 -6.6536 0.0 0.0 0.4
H -4.9831 -1.9722 -5.1026 -0.8 0.4 0.0
H -3.7961 -5.4885 -8.3151 -0.1 0.6 -0.7
H -2.6012 -6.2812 -9.4020 -0.2 -0.1 0.2
H -2.3521 -5.5784 -6.3995 -0.4 -0.3 0.1
H -2.6315 -7.2602 -7.1062 -0.3 0.2 0.3
H -1.1339 -6.3973 -7.2959 0.1 0.0 -0.1
C 9.4010 -6.3971 -7.5864 0.3 -0.8 -0.8
C 7.8915 -6.1892 -7.5783 0.5 2.0 1.3
O 7.5303 -4.9019 -8.2629 -0.7 -0.2 0.0
P 7.5290 -3.4042 -7.6311 -0.7 -2.8 0.4
O 8.8838 -3.1192 -7.1587 -0.2 1.1 0.2
O 6.3824 -3.5990 -6.4449 1.9 0.2 -3.4
C 6.0764 -2.4796 -5.6695 -1.5 -0.2 2.4
C 4.5174 -2.5661 -5.3838 2.6 1.1 -1.2
O 6.8911 -2.4504 -8.8012 1.1 -1.8 1.2
C 7.3643 -2.8229 -10.1307 -0.1 -2.0 0.2
C 7.4818 -1.6530 -10.9553 0.3 2.1 -0.3
H 9.9229 -5.5229 -7.1971 -0.3 0.1 -0.2
H 9.7001 -7.2310 -6.9514 -0.4 -0.1 0.4
H 9.8404 -6.7014 -8.5364 -0.2 0.4 -0.4
H 7.1802 -6.9578 -7.8809 0.5 0.1 -0.7
H 7.7209 -6.0783 -6.5075 -0.6 0.4 0.1
H 6.6197 -2.6424 -4.7387 -0.1 0.2 0.4
H 6.4424 -1.5075 -6.0001 -0.3 0.0 -0.7
H 4.0680 -2.3412 -6.3510 -0.4 -0.1 0.2
H 4.3049 -3.5938 -5.0893 -0.2 0.4 0.4
H 4.3496 -1.7330 -4.7013 -0.7 -0.5 0.3
H 8.3342 -3.3168 -10.1896 0.2 -0.1 1.0
H 6.7065 -3.5807 -10.5564 -0.5 0.2 0.3
H 7.6967 -1.9708 -11.9756 -0.3 0.4 -0.1
H 6.6152 -1.0088 -10.8065 -0.2 0.0 -0.7
H 8.3253 -1.0670 -10.5904 0.2 0.1 -0.2
C 0.8398 -6.5925 7.8442 0.1 -0.1 1.2
C -0.4512 -7.3188 8.0953 0.3 -0.8 1.1
O -0.1204 -8.7228 8.4015 -0.1 -0.5 0.1
P 0.0421 -9.3662 9.8801 2.4 0.5 -3.1
O -1.2256 -9.6637 10.4950 -0.5 -0.8 1.0
O 1.1430 -10.6116 9.6849 -2.4 1.2 0.4
C 2.2821 -10.5062 8.8563 1.7 0.1 -0.4
C 3.5855 -10.1571 9.6538 -1.5 0.4 -0.7
O 0.9556 -8.2292 10.5276 -0.4 -0.2 -0.6
C 1.3607 -8.3953 11.8653 0.4 0.1 1.0
C 2.0565 -7.1148 12.2779 -0.5 -0.4 -0.5
H 1.5838 -7.2823 7.4457 -0.3 0.3 -1.1
H 0.5758 -5.6807 7.3085 0.8 0.0 -0.2
H 1.3108 -6.3891 8.8059 -0.2 0.6 0.1
H -0.9954 -6.9378 8.9595 0.0 0.2 0.0
H -1.1183 -7.1953 7.2422 0.0 -1.0 -0.1
H 2.4227 -11.4171 8.2744 -0.3 -0.5 0.5
H 2.1557 -9.7783 8.0548 -0.2 0.5 0.3
H 4.4137 -10.0598 8.9519 0.0 -0.2 0.1
H 3.3713 -9.1583 10.0340 0.4 0.0 0.4
H 3.8293 -10.8417 10.4663 -0.1 0.0 -0.2
H 0.4804 -8.6308 12.4634 0.1 0.0 0.2
H 2.0892 -9.2030 11.9367 -0.2 -0.3 0.0
H 1.4371 -6.2911 11.9232 0.0 0.2 0.4
H 2.1882 -7.1187 13.3599 0.3 0.3 -0.2
H 2.9831 -7.0819 11.7048 0.3 0.2 0.4
C -9.8526 -9.1589 3.0538 -0.1 0.0 -0.2
O -8.7860 -8.9864 2.1456 1.5 -1.0 -0.4
C -7.7580 -10.0269 2.1121 -1.3 -0.7 -0.5
C -8.3242 -11.3766 1.4836 0.9 2.2 0.2
O -9.1641 -12.0778 2.3412 -0.2 0.1 -0.1
C -8.6943 -12.5187 3.6177 -0.6 -1.6 -1.3
C -7.5401 -13.5934 3.5502 -1.6 2.5 0.5
O -7.2341 -13.7390 4.9152 -0.4 -0.6 0.0
C -5.8722 -13.8838 5.1604 0.6 -0.4 -0.2
H -10.6922 -8.6158 2.6198 -0.1 -0.1 0.1
H -9.6287 -8.6947 4.0142 0.1 -0.1 0.2
H -10.1027 -10.2147 3.1578 -0.2 0.2 0.2
H -7.3421 -10.2559 3.0932 0.1 0.4 0.2
H -6.9924 -9.6321 1.4442 0.0 0.0 0.2
H -7.5810 -12.0401 1.0415 0.6 0.1 0.2
H -8.8669 -10.9382 0.6462 -0.7 -0.6 0.0
H -9.6610 -12.9304 3.9076 0.5 -0.3 1.1
H -8.3299 -11.7689 4.3199 -0.2 0.4 -0.2
H -6.7849 -13.0057 3.0283 0.7 -0.5 -0.2
H -7.8028 -14.5109 3.0236 0.1 -0.1 0.1
H -5.4379 -14.5490 4.4141 0.2 -0.2 0.0
H -5.7174 -14.3223 6.1463 -0.1 0.2 0.0
H -5.3545 -12.9296 5.0635 0.1 0.2 0.2
C -5.7385 21.2703 4.2855 -2.2 -1.7 -0.5
O -6.2152 20.0406 3.5988 1.2 0.1 0.8
C -5.4716 18.9124 4.1114 -0.9 -1.0 -0.6
C -5.9916 17.5044 3.4711 0.9 2.2 -0.1
O -4.9728 16.5518 3.5642 0.7 -0.9 0.8
C -5.1320 15.3284 2.8182 0.4 0.2 0.2
C -4.5512 14.0651 3.6056 -1.5 0.3 -1.5
O -4.7667 12.8951 2.7457 -0.6 1.3 -0.1
C -4.3167 11.6469 3.2377 1.3 1.3 0.9
H -6.3851 22.0455 3.8742 0.5 0.2 -0.1
H -4.6703 21.4670 4.1939 -0.1 -0.2 -0.1
H -6.0911 21.1098 5.3043 0.6 0.4 0.4
H -5.5813 18.7932 5.1893 -0.1 0.4 0.3
H -4.4266 19.1466 3.9087 0.2 -0.7 -0.2
H -6.1859 17.7736 2.4329 -0.3 -0.3 -0.3
H -6.8908 17.1392 3.9672 -0.2 0.3 0.0
H -4.6790 15.5603 1.8543 0.3 -0.7 -0.1
H -6.1863 15.1409 2.6148 -0.2 -0.2 0.2
H -5.2252 14.0221 4.4611 0.2 -0.4 0.4
H -3.5227 14.1969 3.9417 0.1 -0.1 -0.3
H -3.2314 11.7478 3.2270 0.4 -0.6 0.2
H -4.5681 10.7678 2.6443 -0.6 0.5 -0.2
H -4.6071 11.5549 4.2842 -0.3 -0.5 0.1
C 7.4612 7.8925 -3.1331 -0.3 -1.9 0.5
O 6.0577 8.0957 -2.9212 1.9 0.2 -0.5
C 5.6559 9.4540 -3.0033 -1.3 -0.9 1.4
C 4.8919 9.6188 -4.2693 -0.1 0.8 0.5
O 5.7734 9.6048 -5.3540 0.3 -1.5 -1.7
C 5.8204 8.2726 -5.9532 -0.8 0.0 0.5
C 6.7303 8.1653 -7.1101 2.6 0.5 -0.9
O 6.4905 7.0101 -7.8526 -0.4 -0.9 -1.3
C 7.3107 6.8523 -9.0126 -0.9 -0.8 -1.5
H 7.6049 6.8207 -3.2699 -0.4 -0.4 0.4
H 7.9973 8.1002 -2.2070 0.3 0.6 -0.3
H 7.9496 8.1838 -4.0630 -0.4 1.4 0.1
H 6.4083 10.2032 -2.7570 0.5 -0.2 -0.6
H 4.9500 9.5420 -2.1774 -0.4 0.2 0.1
H 4.3403 10.5553 -4.1872 0.1 0.4 -0.5
H 4.1235 8.8495 -4.3458 0.1 -0.3 0.0
H 4.8525 7.9682 -6.3515 -0.5 0.3 0.2
H 6.0836 7.4908 -5.2408 0.0 0.3 0.3
H 7.7652 7.9451 -6.8478 0.5 1.2 0.8
H 6.7166 9.0371 -7.7642 -0.2 0.4 0.1
H 6.7613 7.0786 -9.9264 -1.0 -0.1 0.0
H 7.5882 5.8055 -9.1361 0.0 -0.1 0.4
H 8.1844 7.4247 -9.3243 0.5 0.7 1.8
C -0.2832 2.6542 -3.7146 0.7 -1.5 0.2
O -0.0681 3.8263 -3.0014 0.0 1.1 0.0
C 0.5240 3.8258 -1.7014 -1.0 -0.5 0.4
C -0.4540 3.3930 -0.5749 -0.2 0.7 -0.7
O -0.7933 2.0221 -0.6361 -1.3 -1.1 0.3
C -2.2338 1.6320 -0.7536 1.2 1.6 -0.6
C -2.3941 0.1622 -0.4444 2.2 1.4 -1.0
O -3.6468 -0.1639 -0.0506 -1.3 1.5 0.3
C -3.7600 -1.5206 0.1576 -1.1 -0.1 0.1
H -0.6550 2.7558 -4.7342 -0.5 1.1 0.2
H -0.9460 1.9785 -3.1740 0.1 -0.2 -0.1
H 0.6668 2.1622 -3.9232 0.3 -0.4 0.4
H 0.8011 4.8731 -1.5810 0.0 0.0 0.4
H 1.4246 3.2350 -1.5345 0.2 -0.4 -0.8
H -1.3154 4.0568 -0.6492 -0.4 -0.2 0.0
H -0.0088 3.5959 0.3991 0.3 0.0 0.1
H -2.4579 1.8900 -1.7886 -0.6 0.0 0.1
H -2.8748 2.1879 -0.0693 0.2 0.3 0.1
H -1.6423 0.0827 0.3408 0.2 -1.0 0.2
H -2.1544 -0.3666 -1.3669 0.6 -0.6 0.1
H -3.0317 -1.8032 0.9178 0.0 -0.7 -0.1
H -3.6831 -2.0330 -0.8014 0.5 -0.5 0.1
H -4.7952 -1.6323 0.4803 0.2 -0.5 0.4
```
Positions in Å, forces in eV/Å.

Summary:
* max |F|: 3.921 eV Å⁻¹
* HOMO level: -0.3382 Ha
* net charge: 0
* E_tot: -5370.51364 a.u.
* gap between HOMO and LUMO: 0.3575 Ha
* LUMO energy: 0.01931 Eh

Mulliken population analysis, charges in e, atoms 1 to 4: atom 1 (C): -1.261, atom 2 (C): -0.169, atom 3 (O): -0.316, atom 4 (P): 0.847

***

The lowest LUMO energy belongs to which entry? C3H6N2O

***

The lowest HOMO level belongs to which entry? C3H11N2O